No. 1
{"formula": "C6H9I2N", "method": "ωB97M-V with the def2-TZVPD basis set", "species": ["C", "C", "C", "C", "C", "C", "N", "I", "I", "H", "H", "H", "H", "H", "H", "H", "H", "H"], "xyz": [[1.340, 0.421, -1.390], [0.659, 0.311, -2.498], [0.587, 0.206, -0.173], [-0.760, -0.186, -0.750], [0.780, 1.569, 0.688], [-1.144, -1.715, -0.624], [-0.789, 0.050, -2.171], [1.166, 0.677, -4.522], [-2.088, 1.919, -2.780], [2.382, 0.574, -1.400], [0.929, -0.732, 0.333], [-1.574, 0.337, -0.251], [0.495, 1.427, 1.762], [0.170, 2.350, 0.138], [1.857, 1.701, 0.580], [-0.140, -2.143, -0.826], [-1.926, -1.932, -1.365], [-1.464, -1.730, 0.457]], "nbo_charge": [-0.271, -0.008, -0.269, -0.097, -0.599, -0.598, -0.540, 0.180, 0.278, 0.218, 0.219, 0.191, 0.217, 0.219, 0.212, 0.207, 0.234, 0.206], "orbital_gap_ev": [7.585, 4.861], "energy_ha": -883.99144, "s_squared": 2.013, "total_charge": 0, "multiplicity": 3, "lumo_ev": [0.425, -3.259], "homo_energy_ha": [-0.26315, -0.29842]}

=====

No. 2
{"formula": "C14H14HgN4O7S", "method": "ωB97M-V with the def2-TZVPD basis set", "species": ["Hg", "O", "C", "O", "C", "C", "C", "C", "C", "C", "O", "N", "O", "O", "N", "O", "O", "H", "H", "S", "C", "C", "C", "N", "C", "C", "N", "C", "C", "H", "H", "H", "H", "H", "H", "H", "H", "H", "H", "H", "H"], "xyz": [[0.911, -0.782, -0.043], [-1.099, 0.777, 3.238], [-0.007, 1.060, 2.694], [0.963, 0.307, 2.453], [0.150, 2.549, 2.318], [0.061, 3.480, 3.297], [0.101, 4.874, 3.013], [0.150, 5.297, 1.697], [0.259, 4.382, 0.670], [0.354, 2.926, 0.914], [0.534, 2.102, 0.016], [0.218, 4.914, -0.657], [-0.241, 6.059, -0.811], [0.672, 4.279, -1.594], [0.037, 5.826, 4.052], [-0.035, 7.031, 3.775], [0.070, 5.438, 5.222], [-0.070, 3.162, 4.322], [0.121, 6.352, 1.473], [4.139, 0.332, 0.300], [3.453, -0.777, -0.541], [-2.667, 1.207, 0.150], [-4.218, 1.287, 0.195], [-4.802, -0.059, 0.089], [-4.256, -0.890, 1.172], [-2.712, -0.996, 1.047], [-2.261, -0.178, -0.079], [-2.857, -0.665, -1.313], [-4.406, -0.641, -1.194], [-2.225, 1.528, 1.094], [-2.251, 1.827, -0.648], [-4.615, 1.889, -0.628], [-4.566, 1.727, 1.133], [-4.735, -1.873, 1.113], [-4.546, -0.430, 2.119], [-2.400, -2.028, 0.860], [-2.204, -0.642, 1.946], [-2.486, -1.677, -1.496], [-2.513, -0.025, -2.130], [-4.828, -1.650, -1.250], [-4.860, -0.043, -1.991]], "nbo_charge": [0.265, -0.778, 0.762, -0.791, -0.224, -0.157, -0.099, -0.112, -0.160, 0.534, -0.665, 0.519, -0.486, -0.389, 0.521, -0.476, -0.459, 0.235, 0.251, 0.079, -0.348, -0.274, -0.253, -0.437, -0.252, -0.286, -0.411, -0.254, -0.251, 0.243, 0.206, 0.180, 0.195, 0.174, 0.196, 0.182, 0.273, 0.192, 0.196, 0.178, 0.182], "orbital_gap_ev": 6.124, "energy_ha": -1839.00807, "total_charge": -2, "e_above_lowest_ev": 0.766, "lumo_ev": 4.696, "homo_energy_ha": -0.05247}

=====

No. 3
{"formula": "C3H6Br2N2", "method": "ωB97M-V with the def2-TZVPD basis set", "species": ["C", "C", "C", "N", "N", "Br", "Br", "H", "H", "H", "H", "H", "H"], "xyz": [[-0.556, -0.924, -0.419], [0.728, -1.067, 0.441], [-0.574, 0.572, -0.843], [1.034, 0.325, 0.907], [0.628, 1.133, -0.304], [-0.264, 0.942, 2.312], [0.877, 2.908, -0.098], [-0.730, -1.799, -1.046], [-1.463, -0.869, 0.225], [0.567, -1.676, 1.317], [1.644, -1.525, -0.170], [-0.433, 0.935, -1.901], [-1.458, 1.044, -0.420]], "nbo_charge": [-0.454, -0.255, -0.253, -0.250, -0.384, 0.002, 0.264, 0.238, 0.224, 0.229, 0.225, 0.223, 0.190], "orbital_gap_ev": 8.908, "energy_ha": -5375.32145, "total_charge": 0, "smiles": "BrN1CCCN1Br", "e_above_lowest_ev": 0.212, "lumo_ev": 0.008, "homo_energy_ha": -0.32708}